(1)
Density functional theory data (ωB97M-V/def2-TZVPD) for a molecular structure, C27H26Cl2N5O7S2Sc.

CARTESIAN COORDINATES (ANGSTROEM)
Sc1 -0.420 -0.476 0.246
Cl1 2.347 -1.862 4.164
Cl2 3.003 -3.661 1.943
S1 -1.556 0.601 -1.905
S2 -3.374 1.236 1.888
O1 1.422 -1.365 0.838
O2 2.396 -3.934 -5.674
O3 0.256 1.229 1.385
O4 -0.241 -1.572 2.256
O5 -4.040 0.087 2.419
O6 -4.072 2.106 0.987
O7 -1.739 -1.837 -0.111
N1 -4.163 0.753 -2.319
N2 4.320 -3.111 -4.813
N3 0.726 -1.425 -1.698
N4 -1.935 0.804 1.245
N5 -3.642 -1.131 -1.226
C1 -2.956 -1.968 -0.508
C2 1.888 -0.903 -2.084
C3 0.287 -2.522 -2.314
C4 -5.567 -4.658 -0.086
C5 -3.947 2.033 -2.999
C6 -2.986 -4.099 0.785
C7 -3.639 -3.218 -0.070
C8 -1.272 2.233 3.012
C9 -4.353 3.224 -2.147
C10 0.993 -3.138 -3.331
C11 0.922 -1.846 1.895
C12 2.970 -3.281 -4.829
C13 -3.179 0.033 -1.784
C14 -4.910 -5.541 0.763
C15 -3.263 2.840 4.239
C16 -0.452 2.908 3.890
C17 1.714 -2.796 2.786
C18 -6.183 0.477 -0.853
C19 2.206 -2.599 -3.722
C20 -3.622 -5.261 1.200
C21 2.657 -1.449 -3.093
C22 -2.440 3.524 5.129
C23 -5.570 0.312 -2.234
C24 -4.934 -3.498 -0.499
C25 -1.057 3.560 4.959
C26 -2.643 2.201 3.185
C27 -0.911 1.421 1.825
H1 -6.574 -4.872 -0.422
H2 -5.648 -0.120 -0.116
H3 -3.116 -5.944 1.869
H4 -6.107 0.915 -2.965
H5 -5.405 -6.448 1.085
H6 -2.904 2.106 -3.283
H7 4.856 -3.598 -5.510
H8 0.610 -4.023 -3.821
H9 -2.884 4.033 5.976
H10 -3.872 3.175 -1.170
H11 -5.433 3.268 -1.996
H12 1.030 -3.532 3.188
H13 -0.448 4.099 5.673
H14 -4.336 2.808 4.375
H15 -6.161 1.516 -0.524
H16 2.226 -0.017 -1.560
H17 3.579 -0.960 -3.381
H18 -1.991 -3.858 1.133
H19 -5.430 -2.796 -1.155
H20 -7.224 0.144 -0.878
H21 4.795 -2.722 -4.020
H22 -4.049 4.147 -2.644
H23 -0.663 -2.911 -1.976
H24 0.620 2.916 3.745
H25 -5.631 -0.725 -2.554
H26 -4.533 1.993 -3.918

Results
HOMO energy	-8.4	eV
energy relative to the best compared isomer or geometry (same formula, charge and spin)	2.0	kcal/mol
orbital gap	8.30	eV

(2)
Density functional theory data (ωB97M-V/def2-TZVPD) for a molecular structure, C30H47BrCl2MnN3O6Si.

CARTESIAN COORDINATES (ANGSTROEM)
Br1 0.110 3.601 5.357
Mn1 -0.345 -0.529 2.765
Cl1 0.928 -1.034 1.072
Cl2 0.525 -2.260 3.858
Si1 -0.877 -0.020 -3.253
O1 -1.285 0.900 1.722
O2 0.251 -0.749 -4.235
O3 2.843 1.153 3.417
O4 -1.804 -0.146 4.193
O5 -2.461 -1.912 2.124
O6 0.636 0.948 3.910
N1 -1.216 2.792 0.460
N2 -2.334 0.625 6.273
N3 -1.445 -3.930 1.717
C1 -0.516 -0.544 -1.521
C2 2.762 2.282 8.284
C3 1.864 1.183 4.175
C4 -3.744 0.795 5.958
C5 2.136 -2.311 -6.445
C6 -0.132 0.806 -8.282
C7 0.820 1.755 -8.662
C8 -1.359 -3.723 0.290
C9 -0.795 1.823 -3.531
C10 2.833 -2.297 -4.034
C11 1.119 0.359 -6.267
C12 -1.935 0.947 7.640
C13 -1.480 0.127 5.385
C14 0.015 0.100 -7.080
C15 3.440 1.230 7.658
C16 1.406 -0.423 -4.999
C17 2.063 1.320 -6.636
C18 -0.611 -4.967 2.294
C19 -0.642 1.890 1.250
C20 2.847 -3.588 -6.767
C21 3.144 0.897 6.334
C22 1.791 2.993 7.572
C23 1.935 2.005 -7.844
C24 -0.448 3.853 -0.188
C25 -2.516 -0.668 -3.860
C26 1.468 2.626 6.256
C27 -2.115 -3.053 2.489
C28 -2.612 2.627 0.079
C29 2.150 -1.724 -5.242
C30 2.143 1.569 5.622
H1 -2.610 -0.518 -4.942
H2 -0.919 -5.945 1.899
H3 -4.340 0.255 6.705
H4 -2.612 -1.744 -3.663
H5 -3.129 2.032 0.837
H6 -0.710 -0.655 -6.778
H7 -0.447 -0.027 5.742
H8 -3.940 0.419 4.952
H9 2.979 -3.377 -4.160
H10 3.924 -3.417 -6.934
H11 2.441 -4.023 -7.691
H12 -0.858 0.797 7.761
H13 -0.992 4.800 -0.106
H14 1.283 3.837 8.027
H15 4.216 0.679 8.191
H16 -0.387 -1.636 -1.482
H17 2.061 0.195 -4.376
H18 -0.717 -4.957 3.383
H19 2.237 -2.125 -3.127
H20 -0.282 3.631 -1.252
H21 3.681 0.097 5.823
H22 0.155 2.245 -3.173
H23 0.425 2.031 1.480
H24 2.703 2.719 -8.143
H25 0.519 3.944 0.317
H26 -0.995 0.599 -8.922
H27 -2.306 -3.426 3.507
H28 2.741 -4.340 -5.969
H29 -2.693 2.124 -0.897
H30 -2.151 -3.036 -0.024
H31 -0.376 -3.311 0.017
H32 2.909 1.491 -5.968
H33 -1.311 -0.272 -0.811
H34 -3.066 3.617 -0.006
H35 -4.007 1.859 6.037
H36 0.718 2.283 -9.614
H37 3.825 -1.840 -3.875
H38 0.446 -4.802 2.041
H39 -2.180 1.992 7.871
H40 2.995 2.562 9.310
H41 -0.867 2.038 -4.607
H42 -1.493 -4.697 -0.195
H43 0.418 -0.083 -1.171
H44 -2.477 0.309 8.351
H45 1.608 -1.843 -7.279
H46 -3.347 -0.145 -3.369
H47 -1.625 2.337 -3.027

Results
HOMO energy (spin up / spin down)	-2.8 / -4.6	eV
energy relative to the best compared isomer or geometry (same formula, charge and spin)	0.0	kcal/mol
charge	-1
2S+1	6
⟨S²⟩	8.755
orbital gap (spin up / spin down)	5.08 / 6.94	eV

(3)
Density functional theory data (ωB97M-V/def2-TZVPD) for a single C13H26NO2P molecule.

CARTESIAN COORDINATES (ANGSTROEM)
P1 -0.152 2.739 0.206
O1 2.268 -0.508 0.029
O2 2.424 2.807 -1.009
N1 -2.485 -1.820 -0.703
C1 -3.143 -2.837 -1.520
C2 3.168 0.360 -0.712
C3 2.938 -1.654 0.601
C4 2.190 -2.005 2.013
C5 -1.077 -1.918 -1.084
C6 -1.467 2.746 1.592
C7 -0.692 -3.003 -2.116
C8 -2.112 -3.611 -2.388
C9 -3.093 -0.873 0.310
C10 -2.079 0.393 0.382
C11 3.024 1.846 -0.112
C12 -2.597 1.580 1.336
C13 1.028 2.515 -1.273
H1 0.885 1.455 -1.732
H2 -3.475 2.110 0.832
H3 -4.261 -3.049 -1.530
H4 2.536 1.806 0.933
H5 2.876 -2.611 -0.023
H6 4.105 2.221 0.081
H7 -1.246 2.777 -0.751
H8 -1.102 0.000 0.856
H9 -4.166 -0.582 0.052
H10 -2.918 1.178 2.370
H11 4.037 -1.487 0.868
H12 0.340 -3.259 -2.521
H13 -2.289 -4.476 -3.105
H14 -3.038 -1.417 1.319
H15 2.942 -2.105 2.881
H16 -0.194 -1.292 -0.685
H17 0.402 1.549 0.788
H18 0.403 4.004 0.588
H19 0.669 3.246 -2.102
H20 -1.927 0.714 -0.720
H21 1.533 -1.092 2.274
H22 -2.003 3.758 1.697
H23 1.588 -2.974 1.966
H24 4.271 0.004 -0.669
H25 -0.990 2.479 2.612
H26 2.880 0.283 -1.832

Results
HOMO energy	-7.6	eV
energy relative to the best compared isomer or geometry (same formula, charge and spin)	110.1	kcal/mol
SMILES	CCOCCOC[PH3]CCCCn1cccc1
orbital gap	8.42	eV

(4)
Density functional theory data (ωB97M-V/def2-TZVPD) for a molecular structure, C15H35Cl2N2OPY.

CARTESIAN COORDINATES (ANGSTROEM)
Y1 -0.151 0.131 0.715
Cl1 -1.409 2.114 -0.217
Cl2 0.824 -2.145 0.108
P1 -0.052 0.152 -2.969
O1 0.191 0.477 2.723
N1 -0.743 -0.998 4.199
N2 0.453 0.890 4.925
C1 -2.163 -0.174 -4.733
C2 -2.259 -1.619 -2.607
C3 0.224 1.882 -3.578
C4 0.755 -2.469 -3.618
C5 2.533 -0.708 -3.302
C6 0.120 0.646 6.317
C7 -1.379 -1.710 3.096
C8 1.216 2.647 -2.690
C9 1.125 -1.004 -3.843
C10 1.053 2.161 4.559
C11 -0.053 -0.839 6.510
C12 -0.033 0.119 3.947
C13 -1.834 -0.274 -3.241
C14 -1.064 -1.413 5.553
C15 0.639 1.900 -5.045
H1 -1.787 -0.707 0.143
H2 -0.369 -1.049 7.533
H3 2.917 0.267 -3.626
H4 1.513 -3.110 -4.091
H5 1.931 2.359 5.189
H6 1.377 0.790 -0.320
H7 -2.470 -2.377 -3.372
H8 1.634 1.461 -5.176
H9 -3.183 -0.531 -4.920
H10 3.231 -1.476 -3.657
H11 -0.805 1.178 6.600
H12 -2.102 0.861 -5.085
H13 -0.634 -2.061 2.358
H14 -3.173 -1.469 -2.020
H15 -1.505 -2.009 -1.912
H16 -1.054 -2.507 5.573
H17 0.803 2.787 -1.687
H18 -0.068 1.363 -5.687
H19 0.909 -1.336 6.348
H20 -0.218 -2.732 -4.048
H21 0.747 -2.701 -2.542
H22 -2.083 -1.085 5.814
H23 -2.124 -1.084 2.573
H24 0.935 1.039 6.931
H25 -0.766 2.371 -3.461
H26 -1.477 -0.791 -5.329
H27 2.172 2.119 -2.594
H28 1.400 3.635 -3.130
H29 0.683 2.940 -5.395
H30 -2.343 0.533 -2.679
H31 2.531 -0.732 -2.201
H32 1.357 2.105 3.512
H33 -1.900 -2.595 3.488
H34 0.342 2.994 4.669
H35 1.080 -0.780 -4.922

Results
HOMO energy	-2.7	eV
charge	-1
orbital gap	4.77	eV

For each record above, in turn, the calculated energy values are -4322.72387; -6722.21697; -1057.19535; -2077.47396 Eh.